A structure of composition C16H31FN4O7PPdS3 at a distorted geometry, computed with ωB97M-V/def2-TZVPD.

Atoms and positions in Å:
Pd1 -0.471 -0.146 1.764
C1 3.641 1.241 3.953
C2 2.403 0.613 3.344
O1 2.762 0.142 2.036
P1 1.782 -0.844 1.210
S1 2.806 -1.211 -0.457
S2 -1.056 -1.623 3.367
O2 1.831 -2.260 2.099
C3 2.986 -3.098 2.182
C4 3.968 -2.637 3.242
H1 3.392 1.732 4.894
H2 4.053 1.976 3.262
H3 4.402 0.483 4.137
H4 1.600 1.347 3.267
H5 2.044 -0.224 3.950
H6 3.474 -3.132 1.205
H7 2.608 -4.096 2.429
H8 4.412 -1.687 2.947
H9 4.760 -3.377 3.360
H10 3.463 -2.506 4.201
F1 -1.100 3.975 -3.176
C5 -1.372 4.394 -1.927
C6 -0.496 4.168 -0.941
N1 -0.728 4.574 0.349
C7 0.087 4.024 1.429
C8 -0.090 2.486 1.559
O3 -0.556 2.029 2.635
O4 0.258 1.775 0.587
C9 -1.925 5.187 0.701
O5 -2.196 5.517 1.835
N2 -2.757 5.461 -0.363
C10 -2.643 5.050 -1.687
O6 -3.523 5.258 -2.494
H11 0.420 3.627 -1.124
H12 -0.224 4.495 2.354
H13 1.137 4.230 1.220
H14 -3.642 5.873 -0.107
N3 -0.184 -4.554 -0.783
C11 -0.046 -3.299 -1.590
C12 -1.316 -2.465 -1.470
N4 -1.749 -2.237 -0.105
C13 -1.864 -3.478 0.633
C14 -0.555 -4.263 0.638
H15 0.698 -5.063 -0.818
H16 -0.912 -5.142 -1.192
H17 0.152 -3.570 -2.627
H18 0.819 -2.747 -1.210
H19 -2.135 -2.965 -2.006
H20 -1.134 -1.505 -1.954
H21 -1.153 -1.531 0.424
H22 -2.669 -4.087 0.201
H23 -2.117 -3.242 1.665
H24 -0.649 -5.202 1.183
H25 0.227 -3.649 1.089
C15 -3.669 0.088 -0.362
S3 -2.590 0.913 0.840
C16 -3.618 0.597 2.292
O7 -2.728 2.344 0.542
H26 -4.632 0.595 -0.354
H27 -3.746 -0.959 -0.091
H28 -3.194 0.193 -1.335
H29 -3.567 -0.470 2.510
H30 -4.639 0.926 2.107
H31 -3.178 1.168 3.107

Relative energy (zero: lowest compared OMol25 entry of this formula, charge and spin): 34.64 kcal per mole
Spin multiplicity: 4
Molecular weight: 644.0 g mol⁻¹
Strongest force on any atom: 1.79 eV Å⁻¹
HOMO-LUMO gap (spin up / spin down): 6.31 / 5.97 eV
DFT total energy: -85379.244 eV
E_HOMO (spin up / spin down): -0.2614 / -0.2913 hartree